(1)
Here is a molecular structure, C37H50BrN6O2Si3Tl at a distorted geometry from OMol25. Energies are from the ωB97M-V functional and the def2-TZVPD basis.

Structure (XYZ):
```
100
Properties=species:S:1:pos:R:3:lowdin_charge:R:1
Tl 0.11 -0.45 -0.12 1.067
C -0.83 1.72 -2.97 -0.187
N 0.21 0.99 -2.27 -0.017
C 1.41 1.13 -2.70 -0.126
C 2.53 0.49 -2.11 -0.349
C 3.85 0.50 -2.59 -0.045
C 4.55 -0.42 -1.82 -0.083
C 3.62 -0.93 -0.90 -0.164
N 2.43 -0.36 -1.04 -0.010
C -0.94 1.41 -4.45 -0.207
C -1.29 2.42 -5.34 -0.043
C -1.45 2.15 -6.69 -0.088
C -1.26 0.86 -7.17 -0.096
C -0.89 -0.15 -6.28 -0.075
C -0.73 0.13 -4.93 -0.039
H -0.69 2.80 -2.85 0.089
H -1.79 1.47 -2.50 0.086
H 1.63 1.73 -3.58 0.151
H 4.21 1.09 -3.42 0.102
H 5.59 -0.70 -1.90 0.088
H 3.81 -1.69 -0.16 0.068
H -1.45 3.43 -4.98 0.111
H -1.73 2.94 -7.38 0.100
H -1.38 0.64 -8.22 0.099
H -0.74 -1.16 -6.65 0.105
H -0.42 -0.66 -4.25 0.108
Br -2.12 -4.03 2.71 0.765
C -0.68 -4.57 1.61 -0.733
C -0.21 -5.86 1.80 -0.118
C 0.81 -6.30 0.97 -0.047
C 1.27 -5.45 -0.01 -0.005
C 0.72 -4.18 -0.13 -0.188
N -0.23 -3.73 0.70 0.097
C 1.17 -3.33 -1.35 -0.621
O 2.09 -3.81 -2.00 0.048
O 0.52 -2.27 -1.62 -0.151
H -0.65 -6.50 2.55 0.095
H 1.22 -7.29 1.09 0.112
H 2.04 -5.74 -0.72 0.117
C -0.70 -0.55 3.49 -0.204
Si -0.40 1.19 2.91 0.346
C 1.44 1.57 2.86 -0.159
C -1.30 2.31 4.16 -0.162
C -1.20 1.62 1.26 -0.377
Si -0.57 3.23 0.47 0.445
C 1.22 3.14 -0.14 -0.172
C -1.73 3.88 -0.89 -0.183
C -0.63 4.62 1.75 -0.183
Si -2.97 1.07 0.91 0.493
C -3.76 -0.25 1.98 -0.169
C -4.12 2.56 1.07 -0.149
C -3.16 0.28 -0.82 -0.326
C -4.32 0.38 -1.58 -0.052
C -4.47 -0.44 -2.70 -0.042
C -3.45 -1.33 -3.03 -0.031
C -2.31 -1.34 -2.25 -0.117
N -2.20 -0.56 -1.17 -0.028
H -0.75 -0.60 4.58 0.046
H 0.09 -1.22 3.16 -0.013
H -1.65 -0.93 3.12 -0.026
H 1.84 1.73 3.87 0.039
H 1.69 2.46 2.27 0.006
H 1.98 0.72 2.43 0.019
H -0.83 2.23 5.14 0.034
H -2.34 1.98 4.25 0.031
H -1.30 3.36 3.86 0.001
H 1.56 2.11 -0.24 -0.008
H 1.89 3.65 0.54 0.038
H 1.31 3.61 -1.11 0.042
H -2.33 3.09 -1.34 0.013
H -1.16 4.37 -1.68 0.033
H -2.42 4.62 -0.48 0.032
H 0.06 4.47 2.59 0.028
H -1.64 4.75 2.16 0.031
H -0.35 5.56 1.26 0.042
H -3.59 -0.11 3.05 0.033
H -3.42 -1.25 1.70 0.010
H -4.85 -0.22 1.81 0.045
H -4.55 2.57 2.07 0.040
H -4.96 2.50 0.36 0.028
H -3.62 3.52 0.91 0.005
H -5.11 1.07 -1.31 0.098
H -5.37 -0.40 -3.29 0.112
H -3.54 -1.99 -3.88 0.113
H -1.45 -1.98 -2.46 0.097
C 5.38 -2.77 1.77 -0.024
C 4.24 -2.24 2.57 -0.301
C 4.20 -1.70 3.83 0.010
C 2.85 -1.36 4.06 -0.351
N 2.11 -1.65 3.01 0.064
N 2.96 -2.20 2.12 0.037
C 2.28 -0.79 5.32 -0.030
H 6.17 -3.11 2.44 0.081
H 5.80 -1.97 1.15 0.079
H 5.08 -3.59 1.12 0.084
H 5.03 -1.58 4.51 0.109
H 2.62 -2.46 1.21 0.120
H 3.03 -0.19 5.83 0.081
H 1.97 -1.59 5.99 0.085
H 1.41 -0.17 5.11 0.039
```

gap between HOMO and LUMO (alpha / beta)	0.1936 / 0.1934	Eh

(2)
Here is 11 unconnected molecules or ions with the total composition C37H50Cl2F4O30 at a distorted geometry from OMol25. Energies are from the ωB97M-V functional and the def2-TZVPD basis.

Structure (XYZ):
```
123
Properties=species:S:1:pos:R:3:lowdin_charge:R:1
O -4.37 -6.39 38.17 0.137
C -5.54 -5.99 38.12 -0.564
O -6.35 -6.31 37.18 0.109
C -7.54 -5.61 37.40 -0.077
C -7.55 -5.26 38.90 -0.223
F -8.10 -6.33 39.59 0.044
O -6.11 -5.05 38.92 0.116
H -7.52 -4.69 36.82 0.144
H -8.33 -6.30 37.09 0.143
H -8.14 -4.43 39.27 0.171
O -20.03 5.61 38.90 0.119
C -19.97 5.41 37.67 -0.508
O -19.19 4.54 37.06 0.079
C -19.54 4.53 35.63 -0.005
C -20.87 5.19 35.59 -0.400
F -21.88 4.39 35.35 0.121
O -21.01 5.74 36.85 0.140
H -18.74 5.11 35.17 0.137
H -19.38 3.53 35.24 0.146
H -20.89 5.97 34.83 0.170
O -14.71 -1.27 23.97 0.123
C -13.91 -2.00 23.35 -0.531
O -13.28 -1.64 22.22 0.080
C -12.73 -2.73 21.59 -0.104
C -12.52 -3.62 22.79 -0.241
F -11.35 -3.16 23.38 0.049
O -13.71 -3.29 23.56 0.154
H -13.54 -3.26 21.08 0.142
H -11.91 -2.53 20.90 0.155
H -12.29 -4.62 22.44 0.173
O -16.27 11.01 35.63 0.132
C -15.37 10.22 35.93 -0.557
O -15.12 9.16 35.18 0.098
C -14.21 8.35 35.90 -0.069
C -13.42 9.42 36.68 -0.297
F -12.53 10.10 35.94 0.098
O -14.51 10.27 36.93 0.143
H -14.55 7.81 36.79 0.134
H -13.66 7.60 35.34 0.144
H -12.97 9.06 37.61 0.172
C -23.47 -0.25 38.73 -0.018
C -22.01 -0.83 38.59 -0.257
C -21.79 -2.33 39.04 -0.049
O -21.13 -2.78 37.86 0.032
C -21.42 -2.11 36.75 -0.546
O -21.20 -2.46 35.61 0.141
O -21.78 -0.86 37.16 0.044
H -23.83 -0.59 39.70 0.074
H -24.21 -0.59 38.01 0.086
H -23.36 0.84 38.75 0.078
H -21.31 -0.10 38.98 0.145
H -22.67 -2.97 39.01 0.136
H -21.15 -2.43 39.92 0.134
C -10.86 3.38 29.89 -0.032
C -10.14 3.69 28.52 -0.233
C -11.10 3.49 27.31 -0.085
O -10.79 4.68 26.57 0.072
C -10.05 5.56 27.24 -0.589
O -9.61 6.63 26.92 0.154
O -9.84 5.15 28.49 0.083
H -11.72 4.04 30.03 0.081
H -10.22 3.48 30.77 0.078
H -11.33 2.40 29.82 0.076
H -9.34 2.95 28.48 0.142
H -12.14 3.24 27.51 0.128
H -10.86 2.60 26.73 0.125
C -14.11 -2.97 31.19 -0.031
C -14.92 -2.62 32.40 -0.320
C -14.38 -3.26 33.72 -0.055
O -14.19 -2.13 34.59 0.075
C -14.48 -0.99 33.93 -0.571
O -14.46 0.18 34.28 0.129
O -14.88 -1.27 32.72 0.100
H -14.02 -4.01 30.89 0.089
H -13.05 -2.76 31.34 0.087
H -14.27 -2.42 30.26 0.088
H -15.97 -2.90 32.31 0.154
H -13.43 -3.74 33.50 0.122
H -14.97 -3.98 34.30 0.133
C -12.78 -0.28 42.43 -0.005
C -12.54 0.89 41.43 -0.340
C -13.49 2.10 41.24 -0.049
O -12.53 3.19 41.18 0.040
C -11.29 2.75 41.53 -0.464
O -10.29 3.50 41.50 0.102
O -11.31 1.40 41.81 0.062
H -13.86 -0.40 42.47 0.078
H -12.44 -0.07 43.44 0.086
H -12.23 -1.15 42.05 0.081
H -12.40 0.47 40.43 0.146
H -14.09 2.33 42.12 0.129
H -14.13 2.12 40.36 0.133
C -15.79 -9.55 25.46 -0.003
C -15.72 -11.01 25.92 -0.329
C -16.46 -12.11 25.20 -0.121
O -15.57 -13.13 24.96 0.119
C -14.36 -12.74 25.11 -0.543
O -13.42 -13.44 24.73 0.124
O -14.44 -11.47 25.62 0.061
H -15.78 -9.55 24.37 0.088
H -15.01 -8.91 25.89 0.088
H -16.73 -9.06 25.72 0.082
H -15.80 -11.18 26.99 0.155
H -16.91 -11.69 24.30 0.138
H -17.30 -12.46 25.80 0.140
C -10.78 -11.64 34.73 -0.034
C -9.77 -12.48 35.45 -0.297
C -8.29 -12.34 34.94 -0.083
O -7.53 -12.34 36.13 0.060
C -8.36 -12.25 37.20 -0.517
O -7.93 -12.34 38.38 0.085
O -9.61 -12.09 36.82 0.093
H -11.75 -11.92 35.15 0.088
H -10.81 -11.93 33.68 0.090
H -10.68 -10.56 34.69 0.091
H -10.15 -13.49 35.55 0.156
H -8.24 -11.43 34.34 0.133
H -8.00 -13.27 34.44 0.136
Cl -17.48 -8.92 31.75 0.508
C -18.99 -8.45 31.00 -1.022
Cl -20.00 -9.88 30.59 0.465
H -19.61 -7.84 31.65 0.030
H -18.71 -7.98 30.06 0.019
```

gap between HOMO and LUMO	0.3814	Eh

(3)
Here is a molecular structure, C37H50ClN4O3P2S5Ti from OMol25. Energies are from the ωB97M-V functional and the def2-TZVPD basis.

Structure (XYZ):
```
103
Properties=species:S:1:pos:R:3:lowdin_charge:R:1
Ti 0.30 -0.92 -0.15 0.821
C -2.79 1.34 -2.04 -0.125
C -3.52 0.00 -2.12 -0.530
C -4.88 0.08 -1.44 -0.108
P -2.42 -1.38 -1.53 1.093
C -2.92 -2.82 -2.59 -0.552
C -2.41 -4.14 -2.02 -0.135
C -4.39 -2.93 -3.00 -0.115
C -3.00 -1.73 0.15 -0.310
C -3.99 -2.64 0.53 -0.045
C -4.25 -2.94 1.85 -0.276
C -5.29 -3.95 2.23 -0.052
C -3.49 -2.30 2.83 -0.035
C -2.51 -1.39 2.49 -0.021
C -2.28 -1.08 1.15 -0.352
N -1.28 -0.11 0.81 -0.116
C -1.50 1.14 1.37 -0.304
C -2.76 1.54 1.85 -0.023
C -2.95 2.78 2.43 -0.038
C -1.90 3.69 2.58 -0.282
C -2.09 5.02 3.24 -0.059
C -0.67 3.30 2.07 -0.068
C -0.46 2.08 1.44 -0.296
P 1.13 1.59 0.73 1.135
C 1.44 2.92 -0.53 -0.513
C 1.36 4.39 -0.12 -0.112
C 0.48 2.73 -1.70 -0.140
C 2.29 1.71 2.18 -0.518
C 3.11 2.99 2.29 -0.120
C 1.59 1.39 3.50 -0.106
H -3.41 2.14 -2.44 0.080
H -2.54 1.59 -1.01 0.056
H -1.86 1.31 -2.61 0.059
H -3.66 -0.23 -3.19 0.099
H -4.76 0.34 -0.39 0.068
H -5.49 0.85 -1.92 0.077
H -5.42 -0.86 -1.48 0.060
H -2.35 -2.61 -3.50 0.059
H -3.00 -4.46 -1.16 0.066
H -2.49 -4.91 -2.79 0.086
H -1.37 -4.08 -1.72 0.029
H -5.04 -3.16 -2.16 0.057
H -4.77 -2.03 -3.49 0.061
H -4.49 -3.75 -3.72 0.080
H -4.56 -3.16 -0.23 0.087
H -5.79 -4.36 1.35 0.073
H -4.84 -4.79 2.77 0.080
H -6.06 -3.52 2.88 0.077
H -3.65 -2.54 3.88 0.115
H -1.92 -0.91 3.25 0.128
H -3.61 0.87 1.78 0.106
H -3.94 3.05 2.79 0.109
H -3.07 5.08 3.72 0.070
H -1.33 5.20 4.01 0.076
H -2.02 5.84 2.52 0.077
H 0.17 3.98 2.18 0.101
H 2.46 2.72 -0.88 0.084
H 0.33 4.68 0.09 0.069
H 1.97 4.66 0.73 0.047
H 1.70 5.00 -0.97 0.082
H -0.54 2.95 -1.38 0.069
H 0.73 3.43 -2.50 0.088
H 0.50 1.73 -2.12 -0.037
H 2.99 0.90 1.97 0.058
H 2.50 3.83 2.62 0.064
H 3.88 2.84 3.05 0.075
H 3.61 3.25 1.36 0.064
H 0.97 2.23 3.84 0.069
H 0.98 0.50 3.44 0.061
H 2.36 1.22 4.26 0.085
O 0.85 -5.51 -4.72 -0.094
C 1.28 -4.54 -4.14 -1.041
S 0.34 -3.09 -3.81 0.926
C 1.58 -2.18 -2.94 -1.072
C 2.82 -2.74 -2.85 -1.182
S 4.32 -2.18 -2.25 0.493
S 2.92 -4.38 -3.52 0.928
S 1.01 -0.58 -2.48 0.563
Cl 3.21 -4.19 1.38 0.615
C 3.62 -2.47 1.54 -0.477
C 2.38 -1.67 1.23 -0.726
O 2.16 -1.44 -0.01 -0.251
O 1.57 -1.28 2.08 -0.006
H 4.39 -2.24 0.81 0.054
H 3.92 -2.30 2.57 0.080
S -0.77 -5.04 1.71 0.633
C -0.41 -3.75 0.86 -0.905
N -0.16 -2.81 0.18 -0.017
C 5.38 1.03 -3.63 -0.038
C 5.26 1.15 -2.15 -0.340
C 6.19 1.39 -1.16 0.003
C 5.48 1.25 0.05 -0.355
N 4.21 0.95 -0.18 0.084
N 4.09 0.93 -1.52 0.002
C 6.01 1.35 1.44 -0.046
H 6.35 1.42 -3.96 0.074
H 4.59 1.59 -4.14 0.078
H 5.30 -0.02 -3.91 0.044
H 7.24 1.60 -1.29 0.099
H 3.30 0.42 -1.90 0.054
H 7.04 0.99 1.49 0.074
H 5.41 0.75 2.13 0.068
H 6.01 2.38 1.81 0.065
```

gap between HOMO and LUMO	0.1930	Eh
charge	-1

(4)
Here is a molecular structure, C37H50IrN2P2S3Si2 from OMol25. Energies are from the ωB97M-V functional and the def2-TZVPD basis.

Structure (XYZ):
```
97
Properties=species:S:1:pos:R:3:lowdin_charge:R:1
Ir 0.48 0.75 -1.32 1.035
C -2.75 3.85 -0.73 -0.151
Si -1.15 3.51 0.17 0.413
C 0.28 4.53 -0.43 -0.158
C -1.43 3.88 1.98 -0.155
N -0.72 1.76 -0.07 -0.373
P -1.41 0.43 0.70 0.794
C -0.34 -0.72 -0.08 -0.405
P 1.14 -1.41 0.60 0.691
N 2.08 -0.15 0.38 -0.310
Si 3.56 0.70 0.77 0.328
C 3.29 1.89 2.19 -0.165
C 4.02 1.72 -0.73 -0.180
C 4.92 -0.52 1.17 -0.165
C 1.50 -2.87 -0.39 -0.349
C 0.46 -3.62 -0.94 -0.129
C 0.74 -4.78 -1.64 -0.070
C 2.06 -5.20 -1.79 -0.049
C 3.10 -4.45 -1.24 -0.046
C 2.82 -3.29 -0.54 -0.075
C 0.98 -2.04 2.28 -0.292
C 0.06 -3.05 2.54 -0.071
C -0.02 -3.60 3.81 -0.054
C 0.83 -3.15 4.81 -0.049
C 1.75 -2.14 4.55 -0.053
C 1.82 -1.58 3.29 -0.079
C -1.26 0.54 2.47 -0.316
C -2.20 -0.05 3.31 -0.059
C -2.01 -0.01 4.68 -0.041
C -0.89 0.63 5.21 -0.034
C 0.05 1.21 4.37 -0.052
C -0.12 1.16 3.00 -0.118
C -3.10 0.13 0.24 -0.311
C -4.13 0.89 0.81 -0.089
C -5.43 0.67 0.41 -0.042
C -5.72 -0.31 -0.54 -0.036
C -4.69 -1.07 -1.09 -0.050
C -3.38 -0.85 -0.71 -0.092
H -2.89 4.93 -0.80 0.057
H -3.60 3.45 -0.16 0.028
H -2.82 3.43 -1.73 0.003
H 0.22 5.51 0.06 0.054
H 0.29 4.72 -1.51 0.029
H 1.24 4.10 -0.14 0.028
H -1.81 4.90 2.03 0.057
H -0.51 3.84 2.57 0.038
H -2.17 3.23 2.46 0.032
H 2.55 2.65 1.94 0.023
H 4.23 2.41 2.39 0.049
H 2.99 1.40 3.12 0.017
H 3.23 2.45 -0.96 0.006
H 4.19 1.11 -1.61 0.013
H 4.93 2.29 -0.53 0.049
H 4.62 -1.26 1.92 0.028
H 5.79 0.01 1.55 0.046
H 5.23 -1.06 0.27 0.032
H -0.57 -3.29 -0.83 0.084
H -0.06 -5.37 -2.07 0.119
H 2.28 -6.11 -2.33 0.118
H 4.12 -4.78 -1.35 0.118
H 3.63 -2.71 -0.10 0.095
H -0.58 -3.43 1.75 0.109
H -0.73 -4.38 4.01 0.116
H 0.78 -3.58 5.80 0.117
H 2.41 -1.79 5.34 0.118
H 2.53 -0.79 3.09 0.075
H -3.07 -0.55 2.90 0.113
H -2.73 -0.46 5.34 0.119
H -0.76 0.68 6.28 0.121
H 0.92 1.70 4.78 0.119
H 0.62 1.59 2.34 0.076
H -3.91 1.64 1.56 0.110
H -6.24 1.25 0.84 0.121
H -6.74 -0.49 -0.84 0.121
H -4.92 -1.84 -1.81 0.117
H -2.58 -1.44 -1.14 0.059
C 0.50 -2.20 -4.31 -0.497
C 1.43 -0.98 -4.19 -0.532
S 1.94 -0.60 -2.50 0.780
C 0.71 2.24 -2.92 -0.303
C -0.63 2.65 -3.44 -0.474
S -1.68 1.18 -3.12 0.927
C -1.69 0.39 -4.75 -0.471
C -2.07 -1.09 -4.66 -0.511
S -1.11 -2.10 -3.51 0.856
H 0.36 -2.42 -5.37 0.097
H 0.99 -3.07 -3.86 0.062
H 2.36 -1.20 -4.71 0.088
H 1.00 -0.09 -4.64 0.039
H 1.22 2.96 -2.27 0.038
H 1.37 1.86 -3.69 0.045
H -1.06 3.48 -2.89 0.045
H -0.66 2.90 -4.50 0.099
H -2.42 0.92 -5.36 0.099
H -0.72 0.53 -5.22 0.070
H -3.10 -1.18 -4.32 0.075
H -2.02 -1.53 -5.66 0.094
```

gap between HOMO and LUMO (alpha / beta)	0.3043 / 0.2139	Eh
charge	+2
multiplicity	6
<S²>	8.779